No. 1
# C33H39BBrF4IIrN6O3

A molecular structure, C33H39BBrF4IIrN6O3 in a non-equilibrium geometry (the ωB97M-V functional and the def2-TZVPD basis, OMol25).

Properties
lowest unoccupied orbital energy (spin up / spin down)	-4.5401 / -4.6785	eV
total charge	+1
highest occupied orbital energy (spin up / spin down)	-10.55 / -10.54	eV
frontier orbital gap (spin up / spin down)	6.0 / 5.9	eV

Structure (XYZ):
```
89
Properties=species:S:1:pos:R:3:lowdin_charge:R:1
Ir -0.165 -0.177 0.430 1.133
C -2.492 0.823 -7.422 -0.058
O -2.436 0.942 -6.016 -0.088
C -3.375 1.677 -5.364 -0.207
C -4.476 2.282 -5.951 -0.007
C -5.369 3.010 -5.180 -0.073
C -5.171 3.126 -3.815 -0.084
C -4.086 2.514 -3.209 -0.032
C -3.171 1.793 -3.966 -0.146
N -2.087 1.085 -3.445 0.177
C -1.439 1.190 -2.246 -0.304
N -1.572 2.353 -1.572 0.165
C -1.158 2.720 -0.294 -0.176
C -0.315 1.958 0.530 -0.196
C 0.079 2.545 1.741 -0.161
C -0.404 3.766 2.162 -0.066
C -1.311 4.468 1.382 -0.002
C -1.681 3.965 0.149 -0.208
O -2.559 4.579 -0.701 -0.101
C -3.140 5.797 -0.284 -0.057
N -0.699 0.212 -1.800 0.057
C -0.597 -0.988 -2.522 -0.250
C -1.645 -1.911 -2.480 -0.041
C -1.594 -3.080 -3.210 -0.070
C -0.498 -3.340 -4.020 -0.053
C 0.554 -2.448 -4.060 0.015
C 0.539 -1.277 -3.308 -0.227
O 1.575 -0.405 -3.461 -0.066
C 2.318 -0.064 -2.308 -0.063
H -2.401 1.798 -7.909 0.103
H -3.413 0.336 -7.750 0.099
H -1.638 0.202 -7.691 0.100
H -4.644 2.189 -7.011 0.110
H -6.219 3.484 -5.648 0.110
H -5.868 3.686 -3.210 0.105
H -3.993 2.583 -2.137 0.103
H -1.736 0.379 -4.084 0.151
H -2.075 3.089 -2.055 0.131
H 0.772 2.037 2.393 0.043
H -0.083 4.168 3.111 0.114
H -1.715 5.400 1.740 0.112
H -2.388 6.587 -0.205 0.106
H -3.659 5.680 0.673 0.101
H -3.864 6.055 -1.056 0.100
H -2.492 -1.685 -1.847 0.108
H -2.404 -3.791 -3.150 0.107
H -0.449 -4.249 -4.598 0.113
H 1.426 -2.659 -4.657 0.129
H 3.060 0.667 -2.629 0.100
H 2.824 -0.949 -1.913 0.097
H 1.684 0.365 -1.516 0.046
F 2.060 -3.831 0.834 0.166
B 1.336 -3.347 -0.209 -1.332
F 1.339 -1.876 -0.075 -0.081
F 1.846 -3.638 -1.425 0.201
F 0.010 -3.712 -0.093 0.129
Br 2.019 0.689 5.921 0.720
C 3.120 -0.565 5.025 -0.733
C 4.390 -0.828 5.515 -0.118
C 5.211 -1.731 4.862 -0.057
C 4.758 -2.382 3.725 -0.054
C 3.483 -2.138 3.238 -0.115
C 2.671 -1.228 3.890 -0.635
I 0.686 -0.905 3.189 1.110
H 4.721 -0.332 6.415 0.107
H 6.200 -1.932 5.246 0.115
H 5.387 -3.097 3.221 0.116
H 3.129 -2.664 2.366 0.087
C -3.227 0.565 1.924 -0.055
N -3.712 -0.794 1.949 -0.160
C -5.154 -0.908 1.861 -0.040
C -2.902 -1.810 1.545 -0.415
N -1.811 -1.577 0.866 0.031
N -3.294 -3.066 1.888 -0.149
C -3.948 -3.321 3.155 -0.041
C -2.686 -4.231 1.282 -0.033
H -3.856 1.166 2.579 0.102
H -3.252 0.989 0.915 0.089
H -2.203 0.601 2.298 0.052
H -5.525 -0.232 1.085 0.098
H -5.619 -0.630 2.808 0.099
H -5.451 -1.918 1.598 0.088
H -1.266 -2.419 0.687 0.025
H -4.015 -2.409 3.739 0.093
H -3.361 -4.050 3.717 0.100
H -4.950 -3.731 3.012 0.097
H -1.728 -4.490 1.738 0.104
H -2.529 -4.074 0.218 0.090
H -3.364 -5.073 1.407 0.101
```

No. 2
# C33H39BN4O2P2Pb

A molecular structure, C33H39BN4O2P2Pb in a non-equilibrium geometry (the ωB97M-V functional and the def2-TZVPD basis, OMol25).

Properties
lowest unoccupied orbital energy (spin up / spin down)	-9.3608 / -9.3599	eV
total charge	+2
highest occupied orbital energy (spin up / spin down)	-12.65 / -12.65	eV
frontier orbital gap (spin up / spin down)	3.3 / 3.3	eV

Structure (XYZ):
```
82
Properties=species:S:1:pos:R:3:lowdin_charge:R:1
Pb -0.079 -0.502 2.647 1.247
C 3.078 -3.101 -4.364 -0.104
C 2.918 -1.771 -4.521 -0.133
C 1.913 -1.134 -5.413 -0.184
C 0.629 -1.963 -5.722 -0.191
C -0.067 -2.588 -4.537 -0.122
C 0.135 -3.837 -4.102 -0.109
C 1.123 -4.783 -4.733 -0.184
C 2.457 -4.173 -5.219 -0.193
C -1.921 0.173 3.847 -0.173
H 3.764 -3.510 -3.610 0.098
H 3.574 -1.079 -3.989 0.093
H 2.359 -0.856 -6.381 0.124
H 1.603 -0.188 -4.953 0.095
H -0.094 -1.250 -6.155 0.112
H 0.850 -2.697 -6.511 0.105
H -0.833 -1.937 -4.087 0.087
H -0.441 -4.261 -3.268 0.099
H 0.688 -5.301 -5.603 0.125
H 1.344 -5.563 -3.995 0.107
H 3.193 -4.998 -5.219 0.118
H 2.351 -3.848 -6.265 0.107
H -1.896 0.133 4.937 0.077
H -2.527 -0.716 3.535 0.079
H -2.399 1.016 3.371 0.031
P -1.886 -0.040 0.436 0.975
P 1.148 1.160 0.466 0.981
N -2.635 -1.591 0.115 -0.268
N -3.327 0.964 0.262 -0.244
N 2.386 -0.018 -0.075 -0.241
N 2.144 2.574 0.449 -0.273
C -0.991 0.213 -1.155 -0.341
C 0.114 1.299 -1.048 -0.352
C -2.548 -2.734 0.930 -0.152
C -3.240 -3.766 0.309 -0.053
C -3.777 -3.249 -0.917 -0.040
C -3.393 -1.917 -1.014 -0.106
C -4.388 0.986 1.190 -0.129
C -5.309 1.942 0.784 -0.048
C -4.812 2.530 -0.425 -0.045
C -3.599 1.922 -0.717 -0.123
C 2.935 -0.959 0.818 -0.184
C 3.535 -1.981 0.096 -0.047
C 3.338 -1.688 -1.287 -0.040
C 2.680 -0.462 -1.361 -0.132
C 3.140 2.931 -0.469 -0.104
C 3.698 4.138 -0.068 -0.046
C 3.018 4.551 1.129 -0.060
C 2.070 3.586 1.430 -0.128
H -1.690 0.471 -1.971 0.092
H -0.525 -0.754 -1.421 0.102
H 0.702 1.379 -1.987 0.101
H -0.362 2.290 -0.929 0.092
H -1.982 -2.719 1.850 0.059
H -3.350 -4.772 0.681 0.109
H -4.390 -3.780 -1.630 0.112
H -3.588 -1.166 -1.767 0.115
H -4.374 0.353 2.065 0.098
H -6.241 2.180 1.272 0.111
H -5.295 3.286 -1.024 0.112
H -2.876 2.096 -1.507 0.101
H 2.871 -0.817 1.880 0.067
H 4.087 -2.829 0.480 0.113
H 3.641 -2.293 -2.126 0.062
H 2.453 0.162 -2.216 0.096
H 3.360 2.288 -1.316 0.108
H 4.503 4.656 -0.573 0.112
H 3.220 5.459 1.680 0.108
H 1.321 3.530 2.208 0.088
O -0.686 2.751 4.313 0.158
B -0.275 1.385 4.223 -0.562
O 0.551 1.139 5.395 0.135
C 0.445 2.234 6.201 -0.173
C 0.644 2.297 7.582 0.041
C -0.191 3.177 8.285 -0.034
C -0.958 4.143 7.621 -0.029
C -0.918 4.261 6.225 0.038
C -0.320 3.217 5.540 -0.180
H 1.366 1.665 8.115 0.140
H -0.199 3.146 9.382 0.131
H -1.564 4.837 8.209 0.129
H -1.401 5.080 5.692 0.138
```

No. 3
# C33H39BN4O2P2Tc

A molecular structure, C33H39BN4O2P2Tc in a non-equilibrium geometry (the ωB97M-V functional and the def2-TZVPD basis, OMol25).

Properties
lowest unoccupied orbital energy (spin up / spin down)	-7.0166 / -9.4181	eV
2S+1	4
total charge	+2
⟨S²⟩	3.801
highest occupied orbital energy (spin up / spin down)	-12.34 / -12.34	eV
frontier orbital gap (spin up / spin down)	5.3 / 2.9	eV

Structure (XYZ):
```
82
Properties=species:S:1:pos:R:3:lowdin_spin:R:1
Tc -0.036 -0.152 -4.886 1.760
C -1.209 0.284 -1.805 0.010
C -1.530 0.462 -3.143 0.007
C -1.705 1.903 -3.708 0.006
C -0.494 2.685 -4.343 0.007
C 0.742 1.816 -4.560 -0.010
C 1.222 1.064 -3.398 -0.053
C 0.923 1.641 -1.996 -0.006
C -0.385 1.316 -1.188 0.001
C 1.441 -1.960 -0.873 0.001
H -1.503 -0.605 -1.255 0.000
H -2.174 -0.340 -3.571 0.002
H -2.029 2.538 -2.876 0.001
H -2.569 1.896 -4.391 0.001
H -0.800 3.184 -5.278 0.000
H -0.213 3.507 -3.630 0.000
H 1.517 2.306 -5.182 0.001
H 2.263 0.668 -3.418 0.003
H 0.967 2.739 -2.022 -0.002
H 1.777 1.311 -1.364 0.000
H -0.094 0.982 -0.181 0.000
H -1.019 2.242 -1.103 0.001
H 2.518 -1.937 -0.720 0.000
H 1.182 -1.259 -1.664 0.001
H 1.132 -2.930 -1.243 0.000
P 1.421 -0.735 -6.395 0.036
P -2.115 -0.069 -6.331 0.098
N 2.895 0.157 -6.620 -0.002
N 1.960 -2.242 -7.107 -0.008
N -2.342 1.396 -7.375 0.009
N -3.804 -0.768 -7.044 0.063
C 0.240 -0.220 -7.721 0.060
C -1.079 -0.997 -7.532 0.012
C 3.999 0.143 -5.748 0.000
C 5.031 0.842 -6.355 0.000
C 4.545 1.349 -7.603 0.000
C 3.218 0.944 -7.732 0.000
C 2.134 -3.514 -6.552 0.000
C 2.604 -4.365 -7.548 0.000
C 2.772 -3.587 -8.732 0.000
C 2.394 -2.281 -8.441 -0.001
C -2.683 2.687 -6.950 0.008
C -2.465 3.576 -7.989 0.004
C -2.041 2.802 -9.122 0.008
C -2.066 1.469 -8.750 0.006
C -4.729 -0.202 -7.931 0.342
C -5.522 -1.206 -8.475 0.126
C -5.097 -2.441 -7.878 0.121
C -4.061 -2.136 -7.012 0.335
H 0.642 -0.262 -8.738 0.010
H 0.113 0.851 -7.442 0.009
H -1.613 -1.242 -8.465 0.001
H -0.995 -1.966 -7.030 0.002
H 3.930 -0.308 -4.760 0.000
H 6.029 0.967 -5.968 0.000
H 5.110 1.913 -8.331 0.000
H 2.449 1.188 -8.459 0.000
H 1.975 -3.665 -5.491 0.000
H 2.849 -5.406 -7.438 0.000
H 3.148 -3.891 -9.701 0.000
H 2.464 -1.370 -9.021 0.000
H -3.077 2.887 -5.966 0.000
H -2.626 4.642 -7.915 0.000
H -1.733 3.172 -10.091 0.000
H -1.840 0.583 -9.318 0.000
H -4.766 0.858 -8.141 0.010
H -6.302 -1.072 -9.210 0.002
H -5.498 -3.424 -8.060 0.002
H -3.468 -2.782 -6.374 0.013
O -0.285 -2.326 1.081 0.000
B 0.791 -1.652 0.478 0.000
O 1.170 -0.524 1.232 0.000
C 0.271 -0.460 2.270 0.000
C 0.178 0.496 3.270 0.000
C -0.870 0.346 4.195 0.000
C -1.793 -0.680 4.075 0.000
C -1.724 -1.624 3.032 0.000
C -0.646 -1.535 2.164 0.000
H 0.872 1.350 3.333 0.000
H -1.007 1.107 4.964 0.000
H -2.626 -0.738 4.784 0.000
H -2.510 -2.376 2.902 0.000
```

No. 4
# C33H39FeN9O2P

A molecular structure, C33H39FeN9O2P (the ωB97M-V functional and the def2-TZVPD basis, OMol25).

Properties
lowest unoccupied orbital energy (spin up / spin down)	-2.6232 / -2.7071	eV
2S+1	5
total charge	+1
⟨S²⟩	6.010
highest occupied orbital energy (spin up / spin down)	-10.37 / -10.36	eV
frontier orbital gap (spin up / spin down)	7.8 / 7.7	eV

Structure (XYZ):
```
85
Properties=species:S:1:pos:R:3:nbo_charge:R:1
Fe -0.303 -0.173 -0.773 1.535
C 0.690 -4.335 0.772 -0.249
C -0.538 -4.964 0.663 -0.145
C -1.668 -4.205 0.398 -0.241
C -1.530 -2.834 0.247 0.265
N -0.340 -2.232 0.338 -0.512
C 0.739 -2.960 0.595 0.062
C -2.687 -1.918 0.009 0.162
C -3.989 -2.351 -0.191 -0.172
C -4.978 -1.396 -0.354 -0.147
C -4.665 -0.051 -0.255 -0.221
C -3.339 0.302 -0.032 0.194
N -2.387 -0.621 0.040 -0.486
C -2.880 1.706 0.192 0.175
C -3.782 2.760 0.252 -0.219
C -3.317 4.035 0.531 -0.143
C -1.964 4.212 0.758 -0.251
C -1.137 3.102 0.682 0.049
N -1.568 1.876 0.399 -0.478
H 1.594 -4.892 0.979 0.234
H -0.620 -6.037 0.782 0.233
H -2.636 -4.679 0.316 0.227
H 1.672 -2.412 0.650 0.214
H -4.231 -3.402 -0.242 0.222
H -5.999 -1.701 -0.543 0.233
H -5.441 0.693 -0.354 0.227
H -4.838 2.592 0.097 0.226
H -4.004 4.869 0.583 0.232
H -1.550 5.183 0.992 0.233
H -0.077 3.198 0.868 0.209
O -2.121 -1.732 -4.244 -0.657
C -1.693 -1.061 -3.304 0.616
N -0.856 -1.426 -2.333 -0.798
C -0.024 -2.569 -2.628 -0.278
C 1.439 -2.152 -2.617 0.246
C 2.410 -2.928 -3.245 -0.246
C 3.720 -2.492 -3.267 -0.148
C 4.035 -1.289 -2.646 -0.261
C 3.020 -0.601 -2.014 0.045
N 1.750 -1.014 -1.986 -0.519
C -2.069 0.409 -3.251 0.134
C -3.062 0.898 -4.089 -0.211
C -3.267 2.264 -4.153 -0.155
C -2.451 3.096 -3.397 -0.245
C -1.499 2.520 -2.578 0.036
N -1.318 1.200 -2.480 -0.513
H -0.269 -2.974 -3.613 0.242
H -0.163 -3.397 -1.921 0.195
H 2.119 -3.851 -3.728 0.228
H 4.485 -3.071 -3.768 0.227
H 5.041 -0.894 -2.655 0.226
H 3.229 0.328 -1.498 0.191
H -3.618 0.191 -4.687 0.257
H -4.031 2.678 -4.798 0.227
H -2.544 4.173 -3.443 0.227
H -0.852 3.143 -1.972 0.195
C -0.182 1.588 3.492 -0.407
N 0.900 0.623 3.289 -0.809
C 0.495 -0.724 3.715 -0.413
P 1.821 0.704 1.921 2.458
O 1.230 0.179 0.650 -1.189
N 3.124 -0.243 2.303 -0.817
C 3.836 -0.110 3.572 -0.410
C 3.967 -0.760 1.229 -0.416
N 2.176 2.317 1.766 -0.818
C 2.819 3.013 2.880 -0.416
C 2.619 2.811 0.464 -0.411
H -0.468 1.567 4.544 0.208
H -1.060 1.341 2.887 0.197
H 0.145 2.596 3.246 0.215
H 0.252 -0.698 4.778 0.208
H 1.301 -1.436 3.559 0.223
H -0.387 -1.062 3.160 0.195
H 3.177 0.282 4.342 0.222
H 4.707 0.547 3.480 0.190
H 4.190 -1.094 3.887 0.206
H 3.373 -0.942 0.338 0.234
H 4.410 -1.707 1.545 0.204
H 4.784 -0.073 0.982 0.185
H 2.518 2.576 3.830 0.222
H 2.516 4.062 2.875 0.207
H 3.910 2.973 2.803 0.193
H 2.065 2.320 -0.332 0.218
H 3.692 2.649 0.307 0.189
H 2.431 3.885 0.406 0.205
```

Energy above the lowest of the compared OMol25 structures with the same formula, charge and spin, respectively: 364.7, 178.3, 0.0, 0.0 kJ/mol.